No. 1
Molecular formula: C41H86BBr2ClF3IN13O12P2S
Method: DFT, ωB97M-V with the def2-TZVPD basis set

electronic energy: -10538.9816 a.u.
max |F|: 0.13274 hartree/bohr
HOMO level: -9.500 eV

ORCA input file:
```
! RIJCOSX wB97M-V def2-TZVPD def2/J DEFGRID3
* xyz 1 1
C 3.768 -1.089 4.569
C 2.400 -0.416 5.241
B 1.126 -0.483 4.173
O 1.194 -1.846 3.636
C -0.036 0.707 3.954
P -0.634 0.673 5.788
O -2.065 1.407 6.317
O 0.515 1.392 6.940
S -0.750 -1.189 6.500
N 0.577 1.989 3.481
C 1.751 2.616 3.987
C 3.283 2.288 3.579
C 4.124 3.462 2.814
F 3.367 4.357 1.927
Br 4.865 4.654 4.295
C 5.447 2.948 1.983
F 5.592 1.479 1.882
F 5.293 3.448 0.567
Br 7.180 3.686 2.663
C -0.452 2.921 2.795
N -1.063 3.883 3.558
I -0.719 4.431 5.516
C -2.254 4.692 3.018
C -3.158 5.412 4.177
N -4.215 4.871 4.863
N -0.754 2.486 1.404
C -1.116 3.328 0.347
C 0.034 3.566 -0.986
C -0.322 4.946 -1.985
O 0.909 4.863 -0.896
C -0.945 0.952 1.325
C -2.144 0.559 0.227
C -1.719 0.334 -1.317
P 0.545 0.369 0.292
O 1.399 -1.047 0.855
Cl 2.253 1.723 0.501
C -1.233 0.280 2.838
C -1.633 -1.308 2.813
N -1.133 -2.159 1.683
C -2.721 0.799 3.436
N -3.930 0.769 2.593
C -4.962 1.767 3.161
H 4.739 -0.708 5.104
H 3.689 -2.253 4.781
H 3.775 -0.959 3.406
H 2.121 -1.139 6.145
H 2.632 0.623 5.689
H 1.062 -2.516 4.372
H -2.005 1.992 7.126
H 0.075 1.426 7.844
H 1.647 3.781 3.702
H 1.766 2.695 5.181
H 3.910 2.090 4.580
H 3.326 1.223 3.040
H -2.945 4.056 2.320
H -1.756 5.582 2.396
H -2.888 6.543 4.444
H -4.592 5.619 5.513
H -2.106 3.265 -0.265
H -1.046 4.483 0.658
H 0.501 2.551 -1.559
H 0.397 5.022 -2.922
H -0.636 5.953 -1.451
H -2.736 -0.435 0.521
H -3.025 1.367 0.215
H -2.768 0.298 -1.902
H -1.273 -0.745 -1.577
H -1.157 1.208 -1.853
H 1.735 -1.497 0.008
H -2.809 -1.533 2.728
H -1.390 -1.906 3.817
H -0.665 -3.029 2.038
H -1.904 -2.406 0.992
H -3.008 0.068 4.341
H -2.690 1.867 3.898
H -4.471 -0.141 2.612
H -5.375 1.379 4.210
H -5.864 1.789 2.379
H -4.533 2.852 3.199
C 0.475 4.858 -6.270
O 0.507 4.269 -5.197
N 1.068 6.075 -6.532
C 0.985 6.709 -7.832
C 1.798 6.742 -5.474
H -0.053 4.439 -7.142
H 1.997 6.846 -8.224
H 0.501 7.684 -7.720
H 0.408 6.100 -8.533
H 2.610 6.091 -5.137
H 1.120 6.925 -4.635
H 2.210 7.691 -5.828
C -0.691 -4.004 8.670
O -0.652 -4.891 7.827
N -1.207 -4.133 9.942
C -1.217 -3.034 10.885
C -1.757 -5.409 10.351
H -0.299 -2.995 8.463
H -0.644 -3.322 11.772
H -2.251 -2.821 11.171
H -0.773 -2.135 10.449
H -0.978 -6.173 10.275
H -2.578 -5.674 9.677
H -2.127 -5.359 11.379
C 0.280 -4.179 -1.837
O 0.378 -2.996 -2.137
N 1.317 -4.985 -1.417
C 1.121 -6.380 -1.079
C 2.646 -4.421 -1.310
H -0.686 -4.707 -1.884
H 1.415 -6.537 -0.038
H 1.747 -6.995 -1.733
H 0.075 -6.674 -1.205
H 2.622 -3.587 -0.602
H 2.952 -4.042 -2.289
H 3.360 -5.175 -0.967
C 6.639 -3.973 1.652
O 6.420 -5.144 1.373
N 7.358 -3.532 2.743
C 7.575 -2.124 3.007
C 7.916 -4.507 3.657
H 6.261 -3.150 1.024
H 8.650 -1.926 3.015
H 7.149 -1.877 3.984
H 7.101 -1.502 2.242
H 8.597 -5.162 3.106
H 7.103 -5.113 4.070
H 8.456 -4.012 4.468
C -0.753 0.451 -7.890
O -0.887 1.520 -8.471
N 0.137 0.203 -6.868
C 0.236 -1.094 -6.229
C 1.003 1.272 -6.416
H -1.363 -0.428 -8.155
H 0.019 -0.980 -5.162
H 1.253 -1.475 -6.357
H -0.472 -1.804 -6.665
H 0.387 2.106 -6.068
H 1.615 1.613 -7.257
H 1.651 0.928 -5.605
C -5.553 0.477 -11.315
O -5.687 1.546 -11.897
N -4.663 0.229 -10.293
C -4.564 -1.068 -9.654
C -3.797 1.298 -9.841
H -6.163 -0.402 -11.580
H -4.781 -0.954 -8.588
H -3.547 -1.450 -9.782
H -5.272 -1.778 -10.090
H -4.413 2.132 -9.493
H -3.185 1.639 -10.682
H -3.149 0.954 -9.030
C -4.352 -4.216 -6.715
O -4.486 -3.147 -7.296
N -3.461 -4.465 -5.692
C -3.363 -5.761 -5.053
C -2.595 -3.396 -5.241
H -4.962 -5.095 -6.980
H -3.579 -5.648 -3.987
H -2.346 -6.143 -5.182
H -4.070 -6.471 -5.489
H -3.212 -2.561 -4.892
H -1.984 -3.054 -6.081
H -1.948 -3.739 -4.430
*
```



No. 2
Molecular formula: C28H34BN7O2V
Method: DFT, ωB97M-V with the def2-TZVPD basis set

electronic energy: -2589.1132 a.u.
max |F|: 0.02593 hartree/bohr
relative energy (zero: lowest compared OMol25 entry of this formula, charge and spin): 0.0 kcal/mol
HOMO level: -16.774 eV

ORCA input file:
```
! RIJCOSX wB97M-V def2-TZVPD def2/J DEFGRID3
* xyz 3 1
V 0.380 -1.385 0.026
C -0.806 -0.322 3.192
C -1.068 -1.821 3.399
C -2.473 -2.242 2.949
C -0.027 -2.699 2.781
C 0.576 -3.808 3.319
C 1.559 -4.212 2.406
N 1.549 -3.404 1.360
N 0.554 -2.463 1.550
B 2.484 -3.269 0.121
N 3.020 -1.805 0.100
C 4.272 -1.361 0.092
C 4.278 0.033 0.029
C 2.955 0.420 -0.002
N 2.181 -0.704 0.037
C 2.331 1.779 -0.085
C 1.509 1.912 -1.374
C 3.383 2.878 0.021
N 1.583 -3.463 -1.129
C 1.635 -4.380 -2.081
C 0.689 -4.091 -3.060
C 0.054 -2.932 -2.673
N 0.579 -2.555 -1.446
C -0.923 -2.170 -3.525
C -0.233 -1.826 -4.858
C -1.531 -0.921 -2.905
H -1.160 0.234 4.058
H -1.331 0.072 2.320
H 0.259 -0.095 3.087
H -0.988 -2.023 4.469
H -2.583 -2.146 1.866
H -3.218 -1.611 3.433
H -2.687 -3.276 3.217
H 0.366 -4.257 4.275
H 2.266 -5.026 2.462
H 3.367 -4.057 0.146
H 5.098 -2.055 0.131
H 5.145 0.670 0.014
H 1.647 1.854 0.771
H 2.125 1.715 -2.252
H 1.117 2.926 -1.460
H 0.650 1.235 -1.390
H 4.057 2.856 -0.837
H 3.975 2.789 0.931
H 2.900 3.853 0.028
H 2.351 -5.186 -2.024
H 0.514 -4.649 -3.963
H -1.728 -2.880 -3.738
H 0.599 -1.138 -4.698
H -0.952 -1.346 -5.520
H 0.146 -2.710 -5.365
H -0.769 -0.265 -2.477
H -2.277 -1.163 -2.148
H -2.025 -0.347 -3.688
O -3.906 -0.496 0.042
C -3.424 0.513 0.135
O -0.957 -0.645 0.017
C -3.161 1.899 0.238
C -4.319 2.692 0.040
C -4.146 4.044 0.157
C -2.877 4.557 0.475
C -2.641 5.943 0.625
C -1.398 6.390 0.961
C -0.322 5.481 1.169
C -0.504 4.143 1.023
C -1.785 3.637 0.667
N -1.938 2.316 0.531
H -5.279 2.248 -0.189
H -4.982 4.717 0.011
H -3.459 6.636 0.476
H -1.220 7.450 1.081
H 0.646 5.872 1.453
H 0.298 3.437 1.193
*
```



No. 3
Molecular formula: C4H2F2
Method: DFT, ωB97M-V with the def2-TZVPD basis set

electronic energy: -353.1363 a.u.
max |F|: 0.08412 hartree/bohr
relative energy (zero: lowest compared OMol25 entry of this formula, charge and spin): 78.1 kcal/mol
HOMO level (spin up / spin down): -9.550 / -9.550 eV

ORCA input file:
```
! RIJCOSX wB97M-V def2-TZVPD def2/J DEFGRID3
* xyz 0 1
C -0.739 -0.449 2.611
C -0.388 -0.021 1.407
C -0.254 0.142 0.102
C 0.647 -0.386 2.447
F 1.736 0.374 2.666
F 1.097 -1.696 2.517
H 0.297 -0.704 -0.288
H -0.526 1.010 -0.492
*
```



No. 4
Molecular formula: C2H2ClNO
Method: DFT, ωB97M-V with the def2-TZVPD basis set

electronic energy: -667.4235 a.u.
max |F|: 0.04871 hartree/bohr
relative energy (zero: lowest compared OMol25 entry of this formula, charge and spin): 88.9 kcal/mol
HOMO level (spin up / spin down): -11.949 / -9.197 eV

ORCA input file:
```
! RIJCOSX wB97M-V def2-TZVPD def2/J DEFGRID3
* xyz 0 1
C -0.635 0.266 -1.421
C 0.385 -0.188 -0.561
N -1.321 0.504 -2.302
O -0.223 -0.454 2.583
Cl 1.895 -0.265 -1.256
H 0.434 -0.279 0.582
H -0.536 0.416 2.375
*
```



- Number 1 is which compound?
  C41H86BBr2ClF3IN13O12P2S



- Among the records above, which one has the lowest max |F|?
  C28H34BN7O2V



- The highest electronic energy belongs to which entry?
  C4H2F2



- Look up the max |F| of the third one.
  0.08412 hartree/bohr